The following is a DFT calculation (wB97M-V/def2-TZVPD) of a cluster of 2 separate species, C2H8NO3 in total at a distorted geometry.

Its max |F| is 4.621 eV/A. Its HOMO energy is -15.80 eV. The calculation puts the HOMO-LUMO gap at 12.4 eV. As for the charge: +1. Its spin multiplicity is 1. The value obtained for the relative energy (zero: lowest compared OMol25 entry of this formula, charge and spin) is 19.2 kcal/mol. For the LUMO energy, the calculation gives -3.41 eV.

XYZ file:
```
14
Properties=species:S:1:pos:R:3:forces:R:3:nbo_charge:R:1
C 1.398 0.012 -0.542 -3.0 -0.4 -3.5 -0.421
C -2.324 -0.129 0.015 -0.5 -2.2 0.8 1.002
N 0.626 0.056 0.684 1.8 0.2 2.6 -0.723
O -1.747 -1.050 0.540 0.8 -0.5 0.0 -0.639
O -3.607 -0.146 -0.194 -1.6 1.1 -0.6 -0.677
O -1.649 0.936 -0.392 -1.6 1.4 -0.2 -0.695
H 2.046 0.825 -0.752 0.8 0.5 0.4 0.240
H 1.817 -0.968 -0.628 0.6 -0.3 -0.3 0.234
H 0.484 0.101 -1.358 2.7 -0.3 1.5 0.217
H -0.198 -0.509 0.416 -0.7 -0.1 1.2 0.468
H 1.131 -0.469 1.544 -1.5 2.1 -2.2 0.455
H 0.345 1.073 0.820 0.3 -1.9 0.7 0.453
H -4.174 -0.905 0.106 1.5 0.6 -0.1 0.555
H -2.306 1.657 -0.527 0.6 -0.3 -0.3 0.532
```
Forces are in eV/Å.

---

The following is a DFT calculation (wB97M-V/def2-TZVPD) of a cluster of 8 separate species, C20H56N4O8 in total at a distorted geometry.

Its max |F| is 1.764 eV/A. As for the structure (SMILES): NC(N)=O.NC(N)=O.CC(C)O.CC(C)O.CC(C)O.CC(C)O.CC(C)O.CC(C)O. Its HOMO energy is -8.90 eV. The calculation puts the HOMO-LUMO gap at 9.3 eV. Its spin multiplicity is 1. The value obtained for the relative energy (zero: lowest compared OMol25 entry of this formula, charge and spin) is 0.0 kcal/mol. For the LUMO energy, the calculation gives 0.40 eV.

XYZ file:
```
88
Properties=species:S:1:pos:R:3:forces:R:3:mulliken_charge:R:1
N -0.339 1.995 0.632 0.3 0.6 -0.6 0.269
C -0.021 1.275 -0.479 -0.7 -1.1 0.4 0.416
N 0.183 -0.045 -0.181 0.4 -0.2 -0.8 0.134
O -0.020 1.748 -1.613 0.4 -0.2 0.1 -0.724
H -0.668 2.913 0.406 -0.2 0.0 0.6 0.232
H -0.494 1.537 1.511 -0.3 0.1 0.1 0.006
H 0.456 -0.706 -0.915 -0.1 0.6 0.3 0.095
H 0.159 -0.391 0.759 -0.1 0.2 0.2 0.019
N 2.911 -2.619 -2.910 -0.5 0.2 -0.4 -0.334
C 1.892 -1.724 -2.922 1.2 0.2 1.3 0.686
N 2.039 -0.677 -3.780 -1.1 -0.6 0.6 -0.495
O 0.995 -1.795 -2.068 -0.4 -0.5 -1.2 -0.781
H 2.877 -3.402 -2.271 0.2 -0.2 -0.1 0.218
H 3.701 -2.446 -3.501 0.2 -0.4 0.0 0.161
H 1.412 0.081 -3.542 0.4 0.3 -0.4 0.267
H 2.927 -0.565 -4.225 0.0 0.5 -0.2 0.170
C 1.846 2.742 2.949 0.5 -0.7 0.4 -0.995
C 3.042 3.262 3.740 -0.4 1.5 -0.2 0.439
C 4.338 3.264 2.937 -0.1 -0.6 -0.2 -1.284
O 2.658 4.648 3.950 0.3 0.0 0.4 -0.553
H 0.928 2.968 3.491 0.0 0.2 0.0 0.330
H 1.874 1.656 2.820 0.1 0.0 -0.1 0.438
H 1.829 3.213 1.968 -0.1 0.0 0.0 0.056
H 3.159 2.810 4.729 -0.1 -0.3 -0.2 0.282
H 4.300 4.100 2.237 -0.1 -0.3 -0.3 0.330
H 4.380 2.306 2.413 0.3 0.2 -0.3 0.301
H 5.276 3.381 3.481 -0.2 -0.1 0.4 0.378
H 3.470 5.147 4.088 -0.1 0.1 0.1 0.293
C 1.344 6.591 1.051 -1.6 0.6 -0.3 -1.214
C 0.784 6.323 -0.360 0.8 0.0 0.2 0.317
C 0.914 4.849 -0.692 0.4 0.5 -1.2 -0.583
O -0.554 6.769 -0.513 -0.1 -0.1 0.4 -0.562
H 2.410 6.413 1.161 0.0 -0.2 0.0 0.322
H 0.741 6.003 1.749 0.4 -0.3 0.2 0.270
H 1.093 7.625 1.302 0.4 0.1 0.0 0.374
H 1.336 6.939 -1.074 0.1 -0.2 0.0 0.337
H 0.868 4.688 -1.772 0.0 0.0 0.0 0.328
H 0.076 4.279 -0.320 0.2 0.0 0.5 -0.424
H 1.896 4.499 -0.373 -0.2 -0.4 0.3 0.310
H -1.080 6.272 0.127 -0.1 0.1 -0.1 0.352
C -1.122 -4.366 -3.076 0.9 -0.4 0.5 -1.217
C -2.010 -3.273 -3.615 -0.8 0.4 -0.7 0.807
C -3.495 -3.675 -3.726 0.4 -0.8 0.9 -1.493
O -1.901 -2.106 -2.806 0.0 0.0 0.1 -0.326
H -1.240 -4.533 -2.002 -0.6 0.0 0.0 0.275
H -0.063 -4.094 -3.127 0.0 0.2 -0.3 0.183
H -1.212 -5.326 -3.586 -0.2 0.1 -0.1 0.444
H -1.722 -2.991 -4.634 0.4 -0.2 0.0 0.177
H -3.510 -4.754 -3.902 -0.1 0.0 -0.2 0.406
H -4.097 -3.203 -4.498 0.3 0.3 0.0 0.367
H -3.999 -3.553 -2.765 0.0 0.2 0.0 0.300
H -0.977 -1.923 -2.588 0.2 0.0 0.0 -0.011
C -2.062 -2.002 1.940 -0.7 -0.1 0.8 -0.983
C -2.408 -0.870 2.902 0.5 -0.3 0.4 0.491
C -2.410 -1.325 4.380 -0.4 -0.7 -0.3 -1.429
O -1.386 0.141 2.790 -0.2 0.1 0.2 -0.400
H -2.050 -1.678 0.902 0.5 0.1 0.0 0.046
H -2.837 -2.770 1.994 -0.1 0.0 0.1 0.435
H -1.149 -2.472 2.309 0.3 0.1 -0.5 0.263
H -3.347 -0.390 2.613 -0.2 -0.3 0.1 0.157
H -3.149 -2.110 4.561 -0.2 0.2 -0.1 0.377
H -2.602 -0.529 5.102 -0.1 0.2 -0.2 0.450
H -1.463 -1.788 4.667 0.2 0.2 -0.3 0.329
H -1.679 0.763 3.469 0.5 0.3 -0.1 0.241
C -4.713 1.613 -2.283 -0.1 0.2 0.4 -1.649
C -3.633 0.672 -1.758 -1.6 -0.1 0.1 0.861
C -3.660 0.740 -0.224 1.2 -0.2 -0.1 -0.765
O -4.044 -0.627 -2.203 1.0 0.0 0.1 -0.608
H -5.644 1.312 -1.794 0.0 0.0 0.0 0.350
H -4.912 1.543 -3.351 0.4 0.1 -0.1 0.371
H -4.526 2.642 -1.967 0.1 0.1 -0.3 0.350
H -2.627 0.893 -2.120 0.0 0.2 -0.1 0.186
H -2.785 0.181 0.120 -0.2 -0.1 0.3 -0.333
H -4.559 0.313 0.219 -0.1 0.0 -0.3 0.469
H -3.514 1.756 0.148 -0.1 0.1 -0.1 0.352
H -3.211 -1.103 -2.431 -0.7 0.0 0.2 0.436
C 2.184 -3.654 0.611 -0.2 0.4 0.5 -1.041
C 3.318 -4.569 0.204 0.6 -0.9 0.0 0.361
C 3.440 -5.774 1.137 -0.5 0.4 0.4 -1.398
O 3.229 -5.055 -1.158 -0.5 0.4 0.4 -0.612
H 2.199 -2.713 0.063 0.0 0.0 0.0 0.166
H 2.276 -3.453 1.683 0.3 0.3 -0.1 0.430
H 1.164 -4.048 0.561 0.2 -0.4 -0.5 0.319
H 4.258 -4.016 0.224 0.0 0.1 0.0 0.250
H 4.282 -6.440 0.967 0.0 0.1 -0.5 0.337
H 2.494 -6.318 1.064 0.1 -0.3 0.1 0.369
H 3.535 -5.437 2.172 -0.1 0.1 0.0 0.374
H 2.401 -5.554 -1.178 0.1 -0.1 -0.3 0.356
```
Forces are in eV/Å.

---

The following is a DFT calculation (wB97M-V/def2-TZVPD) of an isolated molecule of C24H26N6O at a distorted geometry.

Its max |F| is 1.632 eV/A. As for the structure (SMILES): c1ccc(CN(Cc2ccco2)[C@H](c2ccncc2)c2nnnn2C2CCCC2)cc1. Its HOMO energy is -8.54 eV. The calculation puts the HOMO-LUMO gap at 9.1 eV. Its spin multiplicity is 1. The value obtained for the relative energy (zero: lowest compared OMol25 entry of this formula, charge and spin) is 73.1 kcal/mol. For the LUMO energy, the calculation gives 0.56 eV.

XYZ file:
```
57
Properties=species:S:1:pos:R:3:forces:R:3:nbo_charge:R:1
C 0.671 -0.437 -4.471 0.1 0.0 -0.1 -0.219
C -0.036 -1.456 -3.853 0.0 -0.1 0.0 -0.224
C -0.841 -1.180 -2.763 0.0 0.1 0.0 -0.160
C -0.944 0.118 -2.273 0.0 0.1 -0.1 -0.048
C -1.788 0.394 -1.063 -0.2 0.0 0.0 -0.258
N -1.365 -0.404 0.086 0.2 0.0 -0.1 -0.416
C -2.211 -0.131 1.243 -0.3 0.1 0.1 -0.279
C -3.585 -0.659 1.001 0.3 -0.9 0.1 0.276
C -4.036 -1.934 0.816 0.3 0.6 0.1 -0.312
C -5.433 -1.834 0.608 -0.3 0.5 0.0 -0.311
C -5.726 -0.509 0.683 -0.4 -0.7 -0.1 0.079
O -4.614 0.209 0.916 0.2 0.5 0.1 -0.399
C 0.067 -0.286 0.346 0.0 -0.2 0.0 -0.159
C 0.473 -1.188 1.490 0.2 -0.1 0.1 0.027
C 0.846 -0.709 2.740 0.0 -0.1 -0.1 -0.270
C 1.209 -1.625 3.717 0.0 0.3 0.0 0.045
N 1.215 -2.931 3.528 0.1 -0.3 0.4 -0.414
C 0.849 -3.387 2.342 -0.1 -0.1 -0.3 0.040
C 0.474 -2.565 1.292 0.0 0.2 0.1 -0.248
C 0.526 1.119 0.542 0.7 0.4 -0.4 0.391
N -0.070 2.068 1.230 -0.6 -0.8 0.1 -0.341
N 0.672 3.158 1.092 -0.2 0.9 0.5 -0.063
N 1.683 2.936 0.364 1.1 0.2 -0.6 -0.078
N 1.640 1.658 -0.022 -1.5 -0.1 0.7 -0.207
C 2.658 1.022 -0.820 0.5 -0.4 -0.3 -0.057
C 3.491 2.068 -1.585 0.0 0.1 -0.2 -0.416
C 4.926 1.933 -1.061 0.0 0.0 0.1 -0.401
C 4.757 1.313 0.322 0.1 -0.1 -0.1 -0.406
C 3.656 0.284 0.091 0.0 0.1 0.1 -0.409
C -0.234 1.133 -2.899 -0.1 0.0 0.1 -0.218
C 0.566 0.859 -3.996 0.1 0.0 -0.1 -0.212
H 1.299 -0.652 -5.323 0.0 0.0 -0.1 0.216
H 0.040 -2.468 -4.225 0.0 -0.1 0.0 0.215
H -1.395 -1.967 -2.273 -0.1 -0.1 0.1 0.214
H -2.825 0.111 -1.271 0.0 0.1 0.0 0.227
H -1.774 1.472 -0.830 0.0 -0.1 0.0 0.190
H -1.777 -0.643 2.105 -0.1 0.1 0.0 0.228
H -2.269 0.945 1.464 0.0 -0.2 0.1 0.224
H -3.444 -2.826 0.829 0.2 -0.2 0.0 0.229
H -6.119 -2.637 0.431 -0.2 -0.1 0.0 0.227
H -6.648 0.030 0.594 -0.1 0.2 0.0 0.203
H 0.564 -0.673 -0.556 0.0 0.1 0.2 0.246
H 0.841 0.348 2.957 0.0 0.1 0.0 0.236
H 1.509 -1.293 4.702 0.0 0.1 0.1 0.195
H 0.862 -4.463 2.230 0.0 -0.1 -0.1 0.194
H 0.182 -2.975 0.338 0.0 -0.1 -0.1 0.223
H 2.148 0.333 -1.501 0.0 0.2 0.1 0.229
H 3.101 3.061 -1.366 0.0 -0.1 -0.1 0.245
H 3.432 1.901 -2.659 -0.1 0.0 0.0 0.217
H 5.499 1.258 -1.699 0.1 0.0 0.0 0.197
H 5.439 2.892 -1.029 0.1 0.0 -0.1 0.218
H 4.416 2.070 1.030 0.0 0.0 0.1 0.210
H 5.674 0.866 0.702 0.0 0.0 0.1 0.217
H 4.055 -0.582 -0.439 0.0 0.0 0.0 0.211
H 3.189 -0.065 1.013 0.0 -0.1 0.0 0.222
H -0.309 2.147 -2.530 0.0 0.1 0.1 0.219
H 1.110 1.659 -4.477 0.0 0.1 -0.1 0.217
```
Forces are in eV/Å.

---

The following is a DFT calculation (wB97M-V/def2-TZVPD) of a cluster of 9 separate species, C41H43BN8O5 in total at a distorted geometry.

Its max |F| is 8.637 eV/A. As for the structure (SMILES): O=C(O)OB(O)O.c1ccncc1.c1ccncc1.c1ccncc1.c1ccncc1.c1ccncc1.c1ccncc1.c1ccncc1.c1ccncc1. Its HOMO energy is -9.11 eV. The calculation puts the HOMO-LUMO gap at 9.5 eV. Its spin multiplicity is 1. The value obtained for the relative energy (zero: lowest compared OMol25 entry of this formula, charge and spin) is 76.0 kcal/mol. For the LUMO energy, the calculation gives 0.40 eV.

XYZ file:
```
98
Properties=species:S:1:pos:R:3:forces:R:3:mulliken_charge:R:1
O -2.441 2.146 -4.872 2.3 5.1 -6.5 -0.564
C -2.141 3.028 -5.838 -1.8 -2.2 3.2 0.721
O -2.715 4.414 -5.785 0.5 -4.1 -1.1 -0.425
O -1.222 2.754 -6.954 -3.2 -0.8 3.1 -0.373
B -1.165 1.316 -7.293 1.2 -2.2 0.5 0.602
O -2.322 0.530 -7.771 1.9 1.4 2.4 -0.510
O 0.192 0.674 -7.171 -3.5 1.5 1.2 -0.553
H -3.733 4.341 -5.799 2.1 -0.2 0.5 0.359
H -2.643 -0.130 -7.078 1.0 1.2 -1.4 0.343
H 0.516 0.754 -6.223 -0.3 0.2 -1.6 0.356
C -7.011 2.633 -2.091 -0.2 -0.1 0.0 0.159
C -6.015 2.114 -2.912 -0.2 0.2 0.2 -0.831
C -5.245 2.999 -3.648 0.0 0.8 -0.1 0.541
N -5.406 4.340 -3.619 -0.6 -0.6 0.4 -0.334
C -6.381 4.815 -2.814 0.6 -0.1 -0.5 -0.289
C -7.200 4.010 -2.038 0.1 -0.2 -0.1 -0.533
H -7.634 1.971 -1.498 0.2 0.1 0.0 0.329
H -5.843 1.045 -2.976 0.0 0.1 0.0 0.344
H -4.453 2.643 -4.301 -0.1 0.0 0.2 -0.056
H -6.492 5.896 -2.810 0.0 -0.1 0.0 0.352
H -7.967 4.447 -1.408 0.1 0.0 -0.1 0.368
C 2.433 3.628 -2.644 0.0 0.0 0.0 -0.374
C 3.475 2.938 -3.255 -0.3 0.1 0.2 -0.145
C 3.224 1.663 -3.736 -0.6 -0.7 -0.1 -0.515
N 2.024 1.048 -3.644 -0.1 1.0 0.3 -0.506
C 1.033 1.742 -3.044 0.5 -0.5 -0.4 -0.511
C 1.186 3.021 -2.535 0.2 0.1 0.0 -0.582
H 2.591 4.630 -2.255 0.0 -0.1 0.0 0.380
H 4.459 3.382 -3.354 -0.1 -0.1 0.0 0.432
H 4.003 1.085 -4.224 -0.1 0.2 0.1 0.650
H 0.079 1.224 -2.980 0.0 0.1 0.0 0.715
H 0.353 3.533 -2.065 0.1 -0.1 -0.1 0.482
C 8.587 0.510 -6.086 0.0 0.0 0.0 -0.097
C 7.608 0.806 -7.029 0.2 0.0 0.2 -0.591
C 6.363 1.212 -6.576 -0.3 0.1 0.8 -0.232
N 6.042 1.334 -5.269 1.1 -0.3 -0.4 -0.214
C 7.012 1.037 -4.377 -0.7 0.2 -0.5 -0.002
C 8.287 0.628 -4.733 0.0 0.0 -0.3 -0.706
H 9.575 0.190 -6.404 -0.1 0.0 0.0 0.361
H 7.809 0.723 -8.091 0.0 0.0 0.1 0.348
H 5.566 1.457 -7.272 0.1 0.0 0.0 0.387
H 6.729 1.141 -3.334 0.1 0.0 0.0 0.362
H 9.028 0.405 -3.974 -0.1 0.0 -0.1 0.353
C 1.565 -2.057 0.314 0.0 0.0 0.0 -0.700
C 2.669 -2.656 0.910 -0.2 0.1 -0.2 -0.052
C 3.921 -2.113 0.666 0.3 0.6 -0.5 -0.747
N 4.132 -1.036 -0.121 -0.9 -0.3 0.2 -0.521
C 3.040 -0.477 -0.688 0.8 -0.2 0.3 -0.080
C 1.750 -0.945 -0.501 0.0 -0.2 0.2 -0.096
H 0.568 -2.454 0.483 0.1 0.1 0.0 0.370
H 2.559 -3.524 1.550 0.0 0.1 0.0 0.406
H 4.814 -2.543 1.111 -0.1 -0.1 -0.1 0.686
H 3.237 0.386 -1.318 -0.1 -0.1 0.1 0.370
H 0.909 -0.455 -0.979 0.1 0.0 0.0 0.369
C 8.265 -5.853 2.708 0.0 0.0 0.0 -0.113
C 6.978 -5.834 3.236 0.2 0.0 -0.1 -0.622
C 5.976 -5.222 2.500 0.1 0.4 -0.8 -0.041
N 6.177 -4.638 1.298 0.8 -0.5 0.6 -0.323
C 7.437 -4.670 0.812 -0.9 0.1 0.2 -0.197
C 8.502 -5.261 1.471 -0.1 -0.1 0.3 -0.486
H 9.076 -6.324 3.255 -0.1 0.1 -0.1 0.358
H 6.761 -6.285 4.197 0.0 0.0 -0.1 0.352
H 4.955 -5.184 2.867 0.1 0.0 0.0 0.386
H 7.572 -4.192 -0.154 0.0 0.0 0.1 0.356
H 9.494 -5.259 1.032 -0.1 0.0 0.0 0.350
C 3.384 -1.703 6.031 0.0 0.0 0.0 -0.347
C 2.277 -0.929 6.366 0.2 -0.1 -0.1 -0.330
C 1.684 -0.170 5.371 0.2 0.1 -0.9 -0.256
N 2.119 -0.133 4.092 0.4 -0.6 0.8 -0.506
C 3.196 -0.894 3.798 -0.7 0.7 0.0 -0.364
C 3.855 -1.688 4.722 -0.1 0.0 0.3 -0.333
H 3.875 -2.313 6.784 -0.1 0.1 -0.1 0.363
H 1.887 -0.918 7.377 0.0 0.0 -0.1 0.358
H 0.816 0.448 5.581 0.1 0.0 0.0 0.362
H 3.528 -0.845 2.765 0.0 0.0 0.2 0.612
H 4.714 -2.281 4.430 -0.1 0.1 0.0 0.431
C -8.041 0.075 3.351 -0.1 -0.1 0.0 0.209
C -8.728 -0.397 2.237 0.2 0.2 0.1 -0.796
C -8.404 0.127 0.996 0.6 0.6 -0.2 -0.112
N -7.460 1.075 0.804 -0.3 -0.4 1.0 -0.234
C -6.812 1.515 1.904 -0.3 -0.2 -0.8 -0.506
C -7.063 1.049 3.185 -0.2 -0.2 -0.1 -0.414
H -8.267 -0.314 4.340 0.1 0.2 -0.2 0.392
H -9.497 -1.156 2.333 0.1 0.1 0.0 0.371
H -8.909 -0.211 0.096 0.0 0.0 0.1 0.348
H -6.060 2.278 1.724 0.0 -0.1 0.0 0.358
H -6.510 1.437 4.033 -0.1 0.0 -0.1 0.396
C -6.468 -1.678 8.607 0.0 0.0 0.0 -0.110
C -5.689 -1.392 7.491 -0.2 0.0 0.2 -0.739
C -6.257 -0.650 6.467 -0.8 0.3 -0.1 0.152
N -7.527 -0.190 6.489 0.5 -0.6 0.9 -0.327
C -8.259 -0.485 7.585 0.4 0.3 -0.7 -0.205
C -7.779 -1.216 8.659 0.3 -0.1 0.0 -0.516
H -6.057 -2.256 9.429 0.0 0.1 -0.1 0.363
H -4.664 -1.739 7.419 -0.1 0.0 0.0 0.349
H -5.689 -0.398 5.577 0.0 -0.1 0.1 0.299
H -9.277 -0.105 7.577 0.1 0.0 0.0 0.363
H -8.412 -1.422 9.515 0.0 0.0 -0.1 0.344
```
Forces are in eV/Å.